The following is a quantum chemistry calculation of a structure of composition C36H36ClN3O10STi at a distorted geometry, from the OMol25 dataset.

```
88
Properties=species:S:1:pos:R:3:forces:R:3
Ti 10.247 12.125 10.541 0.111 -0.577 0.039
C 9.071 13.041 6.654 0.043 0.259 -0.429
C 10.421 13.684 6.812 -0.418 -0.031 -0.031
C 10.710 14.825 6.066 -0.429 -0.033 -0.280
C 11.940 15.437 6.129 0.520 -0.023 0.211
C 12.913 14.874 6.942 -0.243 0.312 -0.077
C 12.646 13.744 7.703 0.164 0.176 -0.234
C 13.785 13.132 8.424 1.072 -0.225 0.600
C 11.389 13.145 7.668 -0.377 0.485 -0.146
N 11.151 12.048 8.553 0.012 0.152 0.009
C 11.192 10.813 8.024 -0.116 -0.795 -1.051
O 11.118 10.434 6.847 0.177 0.479 0.851
C 11.432 9.779 9.106 -0.121 0.269 0.958
C 11.777 8.435 9.008 -0.092 0.301 -0.595
C 12.112 7.759 10.172 0.154 -0.180 0.243
C 12.220 8.433 11.385 -0.147 -0.058 -0.227
C 11.852 9.767 11.411 -0.199 0.026 -0.453
N 11.388 10.362 10.316 0.158 -0.930 -0.352
C 12.016 10.756 12.521 0.089 0.548 0.639
O 12.553 10.450 13.572 -0.075 -0.097 -0.207
N 11.572 12.002 12.155 -0.202 -0.139 -0.201
C 11.693 13.042 13.145 0.091 0.306 -0.232
C 11.029 12.985 14.372 -0.127 0.287 0.263
C 10.238 11.817 14.868 -0.579 -0.294 -0.254
C 11.157 14.060 15.254 0.255 0.072 0.405
C 11.975 15.147 14.975 -0.343 -0.061 0.297
C 12.640 15.199 13.771 0.199 -0.245 -0.437
C 12.512 14.152 12.854 0.104 0.009 -0.139
C 13.317 14.201 11.588 0.149 -0.159 -0.132
H 9.214 12.048 6.226 -0.117 -0.079 -0.049
H 8.444 13.655 5.981 0.232 -0.344 0.257
H 8.567 12.952 7.605 -0.065 -0.043 0.170
H 9.950 15.240 5.397 0.117 -0.218 0.262
H 12.153 16.323 5.541 -0.018 -0.036 0.049
H 13.898 15.313 7.018 0.054 0.061 -0.097
H 14.531 13.884 8.745 -0.435 -0.252 -0.113
H 14.326 12.454 7.754 -0.102 -0.051 0.038
H 13.490 12.554 9.299 -0.035 0.024 -0.062
H 11.809 7.937 8.037 -0.080 0.290 0.260
H 12.345 6.694 10.137 -0.001 0.279 -0.053
H 12.565 7.918 12.264 0.085 0.134 0.263
H 9.414 12.166 15.500 0.107 -0.065 -0.026
H 10.872 11.178 15.470 0.187 -0.178 0.150
H 9.806 11.182 14.088 0.170 0.210 0.011
H 10.669 14.006 16.235 0.094 -0.017 -0.446
H 12.107 15.934 15.708 -0.095 -0.001 -0.041
H 13.289 16.043 13.526 -0.151 -0.270 0.065
H 14.030 15.018 11.606 0.009 0.257 0.093
H 12.715 14.316 10.685 -0.126 -0.038 0.080
H 13.912 13.294 11.471 -0.110 -0.123 -0.016
O 4.989 14.281 9.979 0.084 0.376 0.242
C 6.132 13.839 10.539 -0.278 -0.502 -0.351
O 6.613 12.771 10.260 -0.186 0.373 0.158
C 6.689 14.825 11.539 -0.006 0.091 -0.064
O 7.834 14.352 12.190 -0.168 0.161 -0.162
C 7.566 13.268 13.068 0.081 1.111 -0.293
C 7.757 11.934 12.452 -0.641 -1.832 -0.046
O 6.959 11.039 12.686 0.823 0.503 -0.216
O 8.864 11.768 11.763 0.397 0.224 -0.260
H 4.660 13.618 9.356 0.136 -0.079 0.031
H 5.899 15.105 12.255 0.099 -0.074 -0.187
H 6.963 15.711 10.964 0.032 0.050 0.105
H 6.551 13.312 13.434 -0.320 0.060 0.287
H 8.270 13.384 13.876 0.218 -0.099 0.463
C 8.182 8.718 8.318 -0.131 0.242 0.254
S 7.627 10.205 9.195 -0.052 -0.112 0.120
C 6.622 10.881 7.874 0.162 -0.320 -0.252
O 8.851 11.113 9.225 0.090 -0.171 -0.034
H 7.299 8.149 8.013 0.080 0.102 0.112
H 8.770 8.133 9.027 -0.009 0.036 -0.131
H 8.771 9.011 7.450 0.097 0.047 0.024
H 7.196 10.883 6.939 -0.149 0.072 0.268
H 6.363 11.881 8.197 -0.012 0.095 -0.080
H 5.726 10.257 7.783 0.165 0.096 0.054
Cl 11.543 20.482 10.864 0.158 0.076 0.058
C 10.981 18.870 10.568 -0.523 0.117 -0.350
C 11.090 17.913 11.559 -0.115 -0.194 -0.266
C 10.613 16.632 11.303 0.141 0.009 -0.503
C 10.033 16.322 10.073 0.160 0.487 0.285
C 9.847 17.340 9.123 0.014 -0.451 -0.098
C 10.338 18.613 9.351 0.253 -0.039 0.323
C 9.559 14.942 9.782 -1.132 -0.270 -0.754
O 8.595 14.725 9.069 0.393 0.480 0.373
O 10.222 13.932 10.329 0.427 0.404 0.349
H 11.550 18.164 12.499 0.039 -0.010 0.157
H 10.709 15.859 12.042 0.041 -0.184 0.246
H 9.333 17.099 8.195 0.153 0.023 0.126
H 10.259 19.410 8.613 -0.068 -0.270 0.180
```
Forces are in eV/Å.

ΔE to the lowest compared entry with this formula, charge and spin	0.0	kJ/mol
charge	0
gap between HOMO and LUMO	0.276	Eh
E_HOMO	-8.5	eV
DFT total energy	-4018.1842	Eh
E_LUMO	-0.94	eV

Atomic partial charges in e from the Löwdin method, atoms 1 to 6:
1. Ti 1.24
2. C -0.04
3. C -0.19
4. C -0.06
5. C -0.08
6. C -0.05